# 1
{
  "formula": "BrH6O3Zn2",
  "method": "wB97M-V/def2-TZVPD",
  "species": ["Zn", "Zn", "Br", "O", "H", "H", "O", "H", "H", "O", "H", "H"],
  "xyz": [[-19.9949, 8.7459, -0.8161], [-22.0536, 12.6752, 4.8080], [-20.9084, 11.4273, 1.5217], [-25.2722, 12.2439, -0.1960], [-25.7116, 12.9313, 0.3046], [-24.3626, 12.2754, 0.1003], [-17.0855, 9.5948, -0.2327], [-16.9337, 10.3610, 0.3206], [-16.2095, 9.3081, -0.4911], [-17.8705, 14.7985, -0.1712], [-18.0581, 15.1729, -1.0320], [-18.6385, 14.2639, 0.0305]],
  "relative_energy_kcal_mol": 92.05,
  "gap_ev": 2.283,
  "molar_mass_g_mol": 264.73,
  "max_force_ha_per_bohr": 0.0273,
  "lumo_energy_ev": -17.029,
  "charge": 3,
  "total_energy_ha": -6360.4680
}

---

# 2
{
  "formula": "BrH8O4Zn",
  "method": "wB97M-V/def2-TZVPD",
  "species": ["Zn", "Br", "O", "H", "H", "O", "H", "H", "O", "H", "H", "O", "H", "H"],
  "xyz": [[12.5206, 15.9259, -1.7030], [13.1621, 13.7378, -2.5314], [16.6632, 13.7626, -3.7548], [16.7957, 13.0089, -3.1652], [15.8567, 14.1880, -3.4481], [10.8845, 11.9116, -4.3505], [10.1977, 11.7775, -3.6846], [11.3946, 12.6689, -4.0461], [13.7278, 10.3433, -2.1637], [13.2757, 11.1604, -2.4012], [14.2171, 10.0846, -2.9573], [12.3069, 11.9183, 0.2431], [12.7164, 12.7461, -0.0253], [11.5126, 12.1738, 0.7301]],
  "relative_energy_kcal_mol": 129.55,
  "gap_ev": 4.400,
  "molar_mass_g_mol": 217.35,
  "max_force_ha_per_bohr": 0.0460,
  "lumo_energy_ev": -9.737,
  "charge": 1,
  "total_energy_ha": -4658.7212
}

---

# 3
{
  "formula": "BrHIP",
  "method": "wB97M-V/def2-TZVPD",
  "species": ["P", "Br", "I", "H"],
  "xyz": [[1.1596, 0.0907, 0.8707], [1.0063, -1.5849, -0.4584], [-2.4626, 0.5349, -0.3488], [0.2966, 0.9593, -0.0635]],
  "relative_energy_kcal_mol": 49.78,
  "gap_ev": [8.284, 5.611],
  "molar_mass_g_mol": 238.79,
  "max_force_ha_per_bohr": 0.0440,
  "lumo_energy_ev": [-1.727, -3.203],
  "total_energy_ha": -3213.5987
}

---

# 4
{
  "formula": "BrHN2O2",
  "method": "wB97M-V/def2-TZVPD",
  "species": ["N", "N", "O", "O", "Br", "H"],
  "xyz": [[1.3697, -0.2649, -0.2642], [0.8851, 0.1806, -1.1500], [1.9947, -0.6741, 0.6110], [-1.8105, -0.8642, 0.7272], [-1.6115, 0.7647, 0.7294], [-0.8274, 0.8578, -0.6533]],
  "relative_energy_kcal_mol": 12.14,
  "gap_ev": 9.198,
  "molar_mass_g_mol": 140.92,
  "max_force_ha_per_bohr": 0.0598,
  "lumo_energy_ev": 0.016,
  "total_energy_ha": -2834.3854
}

---

# 5
{
  "formula": "BrHNO2S",
  "method": "wB97M-V/def2-TZVPD",
  "species": ["N", "O", "O", "S", "Br", "H"],
  "xyz": [[0.8429, 0.0383, -0.8226], [-0.6355, -1.8279, -0.2878], [-1.1858, 0.4450, 0.7844], [0.0913, -0.7311, 0.3603], [2.1517, 1.1063, -0.0224], [-1.2648, 0.9693, -0.0119]],
  "relative_energy_kcal_mol": 9.07,
  "gap_ev": 7.459,
  "molar_mass_g_mol": 158.98,
  "max_force_ha_per_bohr": 0.0235,
  "lumo_energy_ev": 3.575,
  "charge": -1,
  "total_energy_ha": -3178.0441
}

---

# 6
{
  "formula": "BrHNO3S",
  "method": "wB97M-V/def2-TZVPD",
  "species": ["N", "O", "O", "O", "S", "Br", "H"],
  "xyz": [[0.1564, -0.0982, -1.1602], [-1.7299, 0.2363, 0.5947], [0.2043, 1.7787, 0.6279], [0.4821, -0.6053, 1.3269], [-0.2489, 0.3986, 0.5218], [1.8511, -0.7513, -0.9775], [-0.7152, -0.9588, -0.9336]],
  "relative_energy_kcal_mol": 22.43,
  "gap_ev": 8.653,
  "molar_mass_g_mol": 174.98,
  "max_force_ha_per_bohr": 0.1130,
  "lumo_energy_ev": 3.383,
  "charge": -1,
  "total_energy_ha": -3253.2906
}